1.
{
  "formula": "C36H55F9O24SSi",
  "method": "ωB97M-V with the def2-TZVPD basis set",
  "smiles": "FC(F)(CC[SiH3])C(F)(F)S(F)(F)(F)(F)F.C[C@@H]1COC(=O)O1.C[C@@H]1COC(=O)O1.C[C@@H]1COC(=O)O1.C[C@@H]1COC(=O)O1.C[C@@H]1COC(=O)O1.C[C@@H]1COC(=O)O1.C[C@@H]1COC(=O)O1.C[C@@H]1COC(=O)O1",
  "orbital_gap_ev": 10.8,
  "energy_ha": -4797.07835,
  "symbols": ["F", "C", "F", "C", "C", "Si", "C", "F", "F", "S", "F", "F", "F", "F", "F", "H", "H", "H", "H", "H", "H", "H", "C", "C", "C", "O", "C", "O", "O", "H", "H", "H", "H", "H", "H", "C", "C", "C", "O", "C", "O", "O", "H", "H", "H", "H", "H", "H", "C", "C", "C", "O", "C", "O", "O", "H", "H", "H", "H", "H", "H", "C", "C", "C", "O", "C", "O", "O", "H", "H", "H", "H", "H", "H", "C", "C", "C", "O", "C", "O", "O", "H", "H", "H", "H", "H", "H", "C", "C", "C", "O", "C", "O", "O", "H", "H", "H", "H", "H", "H", "C", "C", "C", "O", "C", "O", "O", "H", "H", "H", "H", "H", "H", "C", "C", "C", "O", "C", "O", "O", "H", "H", "H", "H", "H", "H"],
  "xyz": [[0.134, 1.235, 6.658], [0.085, 1.724, 5.405], [-0.457, 2.981, 5.526], [-0.781, 0.914, 4.449], [-1.217, -0.488, 4.949], [-1.143, -1.751, 3.512], [1.521, 2.026, 4.908], [2.153, 2.779, 5.813], [1.434, 2.746, 3.788], [2.645, 0.548, 4.528], [3.671, 1.536, 3.819], [1.909, 0.330, 3.147], [1.664, -0.465, 5.235], [3.438, 0.725, 5.889], [3.594, -0.665, 4.168], [-1.685, 1.498, 4.287], [-0.301, 0.850, 3.475], [-0.586, -0.855, 5.751], [-2.252, -0.458, 5.280], [-0.225, -2.871, 3.808], [-2.505, -2.297, 3.307], [-0.752, -1.048, 2.288], [4.701, 4.325, 5.449], [5.180, 5.751, 5.399], [5.532, 6.234, 4.012], [6.536, 7.227, 4.286], [7.152, 6.868, 5.437], [8.171, 7.334, 5.833], [6.444, 5.906, 6.075], [3.780, 4.216, 4.885], [5.456, 3.663, 5.022], [4.528, 4.008, 6.477], [4.464, 6.423, 5.881], [4.696, 6.676, 3.476], [5.977, 5.447, 3.409], [8.474, 3.489, -1.580], [7.963, 4.226, -0.371], [8.505, 3.746, 0.957], [7.427, 4.066, 1.853], [6.281, 4.026, 1.132], [5.188, 4.018, 1.605], [6.549, 3.998, -0.187], [9.550, 3.634, -1.688], [8.263, 2.424, -1.499], [7.982, 3.850, -2.482], [8.109, 5.304, -0.482], [9.417, 4.247, 1.269], [8.657, 2.664, 0.974], [-4.106, 0.085, -2.360], [-3.384, -1.132, -1.848], [-3.906, -1.739, -0.559], [-2.706, -2.327, -0.016], [-1.658, -1.603, -0.461], [-0.555, -1.669, -0.014], [-2.033, -0.791, -1.468], [-5.135, -0.155, -2.618], [-4.113, 0.874, -1.607], [-3.603, 0.475, -3.245], [-3.320, -1.893, -2.632], [-4.670, -2.493, -0.698], [-4.269, -0.986, 0.144], [5.515, -2.123, 2.428], [6.916, -1.596, 2.585], [7.434, -0.785, 1.423], [8.852, -1.003, 1.518], [9.035, -2.221, 2.082], [10.063, -2.815, 2.095], [7.877, -2.669, 2.625], [4.815, -1.296, 2.356], [5.426, -2.741, 1.533], [5.244, -2.744, 3.281], [7.004, -1.037, 3.522], [7.207, 0.277, 1.498], [7.092, -1.156, 0.459], [-9.957, -3.725, -2.217], [-8.581, -3.115, -2.225], [-7.640, -3.645, -1.168], [-6.765, -2.522, -0.951], [-7.488, -1.401, -1.219], [-7.153, -0.303, -0.911], [-8.623, -1.713, -1.872], [-9.910, -4.787, -2.439], [-10.431, -3.593, -1.245], [-10.591, -3.243, -2.960], [-8.131, -3.190, -3.219], [-7.067, -4.511, -1.488], [-8.151, -3.871, -0.230], [3.014, -1.193, -3.812], [4.385, -1.368, -3.213], [4.424, -1.841, -1.777], [5.664, -1.278, -1.316], [5.882, -0.148, -2.031], [6.689, 0.677, -1.742], [5.065, -0.098, -3.102], [2.489, -2.146, -3.866], [2.417, -0.495, -3.223], [3.093, -0.784, -4.816], [4.997, -2.014, -3.848], [4.442, -2.923, -1.676], [3.610, -1.431, -1.175], [0.588, 3.984, -6.339], [0.723, 2.694, -5.574], [1.622, 1.657, -6.211], [1.055, 0.432, -5.728], [-0.268, 0.656, -5.514], [-1.075, -0.196, -5.339], [-0.530, 1.983, -5.534], [1.551, 4.492, -6.400], [0.221, 3.795, -7.348], [-0.124, 4.647, -5.849], [1.026, 2.888, -4.541], [2.664, 1.736, -5.908], [1.556, 1.663, -7.301], [-15.372, -4.549, -4.054], [-14.576, -5.739, -3.583], [-15.053, -6.366, -2.291], [-13.841, -6.917, -1.759], [-12.819, -6.159, -2.215], [-11.708, -6.190, -1.792], [-13.235, -5.353, -3.219], [-16.395, -4.845, -4.285], [-15.390, -3.772, -3.289], [-14.924, -4.118, -4.948], [-14.500, -6.489, -4.374], [-15.795, -7.148, -2.430], [-15.432, -5.622, -1.587]],
  "forces_ev_per_a": [[0.188, -0.204, 0.035], [-0.507, 0.390, -0.263], [0.092, -0.021, 0.000], [-0.411, -0.433, 0.268], [0.267, -0.185, -0.831], [-0.416, 0.061, 0.328], [0.230, 0.237, 0.207], [-0.135, -0.106, 0.155], [-0.107, -0.106, -0.235], [0.824, 0.473, 0.032], [-0.046, -0.114, 0.053], [-0.198, -0.158, -0.175], [-0.179, -0.221, 0.052], [-0.131, -0.154, 0.009], [-0.124, 0.121, 0.133], [0.075, 0.180, 0.022], [0.136, 0.121, 0.081], [-0.114, 0.075, 0.175], [0.056, 0.049, 0.290], [0.062, 0.028, -0.003], [0.039, -0.085, 0.006], [0.146, 0.081, -0.029], [0.385, -0.079, 0.240], [-0.126, -0.262, -0.086], [-0.021, 0.211, -0.022], [-0.006, -0.100, -0.021], [-0.007, 0.008, 0.036], [0.024, 0.033, 0.025], [-0.017, 0.101, -0.051], [-0.024, 0.069, -0.067], [-0.037, 0.024, -0.086], [-0.092, 0.047, -0.008], [0.024, 0.034, 0.001], [0.072, 0.135, 0.014], [-0.025, -0.087, 0.016], [-0.182, -0.147, -0.081], [0.214, -0.127, -0.214], [0.065, 0.060, 0.055], [0.008, -0.134, 0.015], [-0.013, -0.024, -0.174], [-0.048, 0.015, 0.074], [-0.012, 0.079, 0.094], [0.000, 0.064, 0.037], [0.023, 0.000, 0.046], [0.046, 0.057, 0.003], [-0.033, 0.019, 0.072], [-0.094, 0.084, 0.112], [0.018, -0.005, -0.078], [0.221, 0.206, -0.034], [-0.251, 0.168, -0.051], [0.249, -0.047, -0.047], [-0.094, 0.048, 0.105], [-0.007, 0.034, -0.036], [0.143, -0.093, -0.178], [0.040, -0.079, 0.022], [-0.031, -0.031, 0.031], [-0.077, -0.057, 0.070], [-0.005, -0.077, -0.031], [0.048, -0.037, 0.032], [0.260, -0.050, 0.043], [-0.034, 0.070, -0.083], [0.108, -0.389, -0.091], [-0.253, -0.053, -0.022], [0.117, 0.178, -0.013], [-0.054, -0.004, -0.044], [0.001, -0.029, 0.015], [0.049, 0.005, 0.033], [0.044, 0.081, 0.002], [-0.024, 0.046, -0.036], [0.087, 0.068, -0.048], [-0.052, 0.087, 0.038], [0.063, 0.014, -0.010], [0.146, 0.023, 0.026], [-0.069, -0.038, 0.080], [-0.040, 0.398, 0.004], [-0.251, -0.172, 0.050], [0.189, -0.091, -0.051], [-0.495, -0.132, -0.020], [-0.049, 0.042, 0.031], [0.096, 0.047, -0.031], [0.091, -0.026, -0.025], [0.018, -0.039, 0.002], [0.056, -0.080, 0.038], [0.027, -0.061, -0.049], [0.060, 0.041, 0.020], [0.114, 0.086, -0.004], [-0.080, -0.002, -0.031], [0.067, 0.318, 0.018], [-0.313, -0.097, -0.075], [0.033, -0.152, 0.024], [-0.237, 0.014, -0.029], [0.008, -0.033, -0.028], [0.075, 0.043, -0.008], [0.087, -0.027, 0.045], [0.027, -0.023, 0.004], [-0.003, -0.072, 0.074], [-0.008, -0.104, -0.049], [0.069, 0.015, 0.048], [0.144, 0.012, 0.043], [-0.050, 0.026, -0.069], [-0.270, -0.009, -0.060], [0.052, 0.234, -0.147], [0.128, -0.045, 0.092], [-0.068, 0.079, -0.155], [0.000, 0.050, 0.025], [-0.076, -0.075, 0.064], [0.052, -0.081, 0.037], [0.017, -0.016, 0.027], [0.068, -0.038, -0.014], [0.058, 0.015, 0.047], [0.011, -0.059, 0.013], [-0.025, -0.120, 0.089], [-0.023, 0.083, -0.007], [0.201, 0.197, 0.019], [-0.208, 0.173, -0.063], [-0.046, -0.113, 0.005], [-0.057, 0.086, 0.045], [0.029, 0.009, -0.026], [-0.028, -0.134, 0.011], [0.001, -0.077, 0.012], [0.002, -0.033, -0.002], [-0.043, -0.051, 0.045], [-0.035, -0.058, -0.036], [0.025, -0.041, 0.030], [0.112, -0.104, 0.034], [-0.028, 0.049, -0.054]]
}

***

2.
{
  "formula": "C36H55N10O14",
  "method": "ωB97M-V with the def2-TZVPD basis set",
  "total_charge": -1,
  "orbital_gap_ev": 5.6,
  "relative_energy_ev": 0.000,
  "energy_ha": -3005.80051,
  "symbols": ["C", "C", "N", "C", "C", "N", "C", "C", "H", "H", "H", "H", "H", "H", "H", "H", "H", "H", "H", "O", "C", "C", "O", "H", "H", "H", "H", "C", "C", "C", "C", "C", "C", "O", "O", "H", "H", "H", "H", "H", "H", "C", "C", "C", "C", "C", "C", "O", "O", "H", "H", "H", "H", "H", "H", "C", "C", "C", "C", "C", "C", "O", "O", "H", "H", "H", "H", "H", "H", "C", "C", "C", "C", "C", "C", "O", "O", "H", "H", "H", "H", "H", "H", "C", "O", "N", "N", "H", "H", "H", "H", "C", "O", "N", "N", "H", "H", "H", "H", "C", "O", "N", "N", "H", "H", "H", "H", "C", "O", "N", "N", "H", "H", "H", "H"],
  "xyz": [[4.417, 23.157, -21.312], [4.376, 23.529, -22.808], [5.547, 23.067, -23.521], [5.835, 21.775, -23.876], [7.103, 21.738, -24.362], [7.564, 23.051, -24.296], [6.587, 23.833, -23.860], [8.899, 23.517, -24.607], [5.413, 23.326, -20.908], [4.175, 22.092, -21.292], [3.650, 23.687, -20.755], [4.297, 24.611, -22.946], [3.481, 23.205, -23.336], [5.116, 20.981, -23.766], [7.756, 20.934, -24.646], [6.681, 24.884, -23.630], [9.359, 23.857, -23.680], [8.877, 24.243, -25.415], [9.473, 22.644, -24.918], [1.284, 26.590, -23.768], [1.026, 25.220, -23.707], [1.044, 24.608, -22.294], [0.081, 25.024, -21.393], [1.679, 24.646, -24.399], [0.033, 24.987, -24.139], [2.097, 24.596, -21.927], [0.943, 23.495, -22.400], [-2.655, 22.588, -24.987], [-3.649, 23.548, -25.064], [-4.974, 23.202, -24.757], [-5.319, 21.863, -24.531], [-4.332, 20.901, -24.616], [-3.019, 21.293, -24.748], [-1.927, 20.438, -24.541], [-5.944, 24.163, -24.661], [-1.619, 22.898, -25.006], [-3.422, 24.606, -25.112], [-6.287, 21.426, -24.311], [-4.523, 19.834, -24.655], [-2.194, 19.588, -24.176], [-6.756, 23.709, -24.416], [2.413, 27.699, -29.586], [2.382, 28.263, -28.315], [2.214, 27.478, -27.190], [2.007, 26.095, -27.350], [2.009, 25.513, -28.595], [2.206, 26.331, -29.714], [2.097, 25.742, -30.950], [2.281, 28.052, -25.969], [2.299, 28.184, -30.548], [2.350, 29.337, -28.182], [1.917, 25.457, -26.477], [1.682, 24.493, -28.749], [1.527, 24.977, -31.007], [1.870, 27.498, -25.254], [2.712, 17.508, -22.962], [2.911, 18.848, -23.282], [1.948, 19.815, -23.126], [0.809, 19.457, -22.424], [0.534, 18.124, -22.114], [1.477, 17.153, -22.412], [1.262, 15.844, -22.067], [2.258, 21.106, -23.480], [3.457, 16.753, -23.172], [3.765, 19.201, -23.856], [-0.032, 20.124, -22.267], [-0.448, 17.909, -21.717], [2.061, 15.317, -22.038], [1.465, 21.644, -23.312], [-3.492, 26.067, -16.816], [-2.854, 27.215, -17.301], [-2.429, 27.244, -18.623], [-2.610, 26.122, -19.415], [-3.297, 25.006, -18.973], [-3.713, 24.960, -17.637], [-4.311, 23.859, -17.090], [-1.789, 28.346, -19.109], [-3.837, 26.076, -15.790], [-2.671, 28.061, -16.650], [-2.323, 26.094, -20.461], [-3.585, 24.192, -19.624], [-3.866, 23.059, -17.388], [-2.026, 29.158, -18.662], [4.522, 27.731, -22.481], [5.654, 28.220, -22.378], [3.967, 26.863, -21.590], [3.674, 27.956, -23.518], [3.035, 26.565, -21.860], [4.378, 26.760, -20.683], [2.854, 27.365, -23.641], [3.966, 28.523, -24.292], [1.967, 25.613, -18.081], [2.459, 25.757, -16.967], [1.815, 26.598, -19.018], [1.425, 24.413, -18.528], [1.742, 26.303, -19.977], [1.849, 27.503, -18.582], [1.529, 23.610, -17.936], [1.058, 24.372, -19.470], [-1.284, 21.893, -20.388], [-1.695, 20.837, -19.867], [-0.878, 23.000, -19.761], [-1.489, 22.125, -21.719], [-0.874, 23.046, -18.760], [-0.593, 23.811, -20.328], [-1.141, 23.005, -22.089], [-1.819, 21.477, -22.407], [-1.784, 28.058, -25.781], [-2.984, 28.275, -26.006], [-0.868, 29.011, -25.474], [-1.300, 26.800, -25.755], [0.099, 28.753, -25.405], [-1.024, 29.984, -25.650], [-0.465, 26.497, -25.264], [-1.818, 26.035, -26.142]],
  "forces_ev_per_a": [[-0.137, -0.718, -1.277], [-1.235, 1.394, 0.414], [0.728, 0.108, -0.871], [0.026, -0.464, 0.039], [0.032, 0.933, 0.507], [-0.359, -0.433, -0.553], [-0.231, -0.332, 1.156], [0.388, -0.688, 0.098], [-0.053, 0.109, 0.154], [0.118, -0.055, 0.485], [0.078, 0.128, -0.022], [0.472, 0.069, 0.168], [0.081, -0.567, 0.249], [-0.055, 0.097, 0.131], [-0.137, -0.038, -0.178], [-0.127, 0.055, -0.147], [0.040, 0.443, -0.253], [0.107, 0.161, 0.211], [-0.002, 0.108, -0.181], [0.398, -0.461, -0.523], [-0.324, 1.028, -0.202], [-0.786, -0.721, 0.538], [1.030, -0.182, -0.239], [0.558, -0.346, 0.245], [-0.399, -0.074, 0.246], [0.138, 0.797, 0.229], [-0.046, -0.427, -0.662], [-0.381, 1.061, -0.004], [-0.964, 0.319, 0.894], [-0.374, -0.685, 0.077], [0.533, -0.410, -0.499], [0.726, -0.347, -0.215], [1.510, -0.945, 0.331], [-0.371, -0.031, -0.311], [0.296, 0.134, -0.125], [0.057, -0.187, -0.146], [0.071, -0.007, -0.249], [-0.404, 0.839, -0.125], [-0.333, 0.057, 0.514], [-0.228, 0.065, -0.068], [-0.096, 0.175, 0.009], [-0.923, -1.293, -0.562], [-0.193, 0.524, -0.292], [0.154, -0.946, 0.106], [0.451, 0.047, 0.678], [-0.300, 0.962, -0.537], [-0.511, -1.205, 0.876], [0.672, 0.949, -1.270], [-0.286, 0.480, -0.093], [0.483, 0.754, 0.300], [0.310, 0.026, -0.047], [-0.250, 0.212, 0.122], [0.338, -0.180, 0.152], [-0.166, -0.084, 0.633], [-0.138, -0.664, 0.284], [-0.847, 0.831, 0.035], [0.778, -0.101, -1.278], [-0.026, 0.080, 1.469], [-1.255, -0.467, -0.651], [0.306, 0.430, -0.508], [1.285, -0.458, 0.457], [-1.098, -0.200, 0.172], [-0.536, -0.261, -0.076], [0.085, 0.016, -0.003], [0.308, -0.447, 0.234], [0.376, 0.438, 0.163], [0.157, -0.308, 0.278], [0.270, 0.262, -0.172], [0.257, 0.203, -0.028], [0.020, 0.344, -0.154], [-0.422, -0.840, -0.187], [0.046, 0.074, 0.893], [-0.345, -0.144, -1.292], [-0.386, 0.234, 1.297], [0.661, 0.760, -0.081], [-0.394, -0.413, 0.293], [0.462, -0.076, -0.991], [0.023, -0.290, 0.030], [-0.050, 0.030, 0.035], [0.373, 0.402, 0.097], [0.385, -0.027, -0.158], [-0.047, 0.085, -0.184], [-0.216, -0.147, 0.348], [0.313, 0.535, -0.864], [-0.387, -0.269, 0.223], [0.112, -0.364, -0.331], [0.919, 0.360, 0.000], [-0.081, -0.099, 0.761], [-0.277, -0.040, 0.126], [-0.779, -0.203, 0.115], [0.205, -0.026, 0.060], [-0.765, -1.169, -0.400], [-0.232, 0.149, -0.229], [0.753, -0.507, 1.452], [0.904, 0.742, 0.474], [-0.810, 0.810, -0.234], [0.164, 0.335, -1.025], [0.048, -0.076, -0.199], [-0.260, -0.106, -0.047], [-2.531, -1.017, 0.046], [0.973, 0.536, -0.035], [0.561, -0.211, 0.543], [0.870, 0.941, -1.127], [0.044, -0.167, 0.030], [0.211, 0.600, -0.233], [-0.160, 0.009, 0.080], [-0.049, -0.461, 0.429], [-1.744, 0.196, 0.201], [1.045, 0.291, -0.306], [0.590, 0.378, 0.060], [1.013, -1.569, -0.069], [0.143, -0.155, 0.048], [-0.547, -0.084, 0.030], [0.162, 0.732, 0.149], [-0.565, 0.351, 0.037]]
}